# 1
Formula: HN2O3S
Source: the OMol25 dataset
Level of theory: ωB97M-V/def2-TZVPD

Last column: Mulliken charge in e.
Cartesian coordinates (Å):
N (1.05, 0.68, -0.36)  0.2249
N (2.19, 1.07, -0.01)  -0.6352
O (-2.05, -0.65, -1.41)  -0.4746
O (0.46, -0.33, 0.23)  -0.4938
O (-2.47, -1.11, 0.94)  -0.4980
S (-1.85, -0.19, -0.02)  0.6831
H (2.67, 0.53, 0.63)  0.1936

Computed properties:
max |F|: 3.77 eV/A
LUMO: 3.871 eV
charge: -1
Kohn-Sham gap: 8.2064 eV
molecular weight: 109.09 g mol⁻¹
E_tot: -19973.07490 eV

=====

# 2
Formula: C9H13ClN
Source: the OMol25 dataset
Level of theory: ωB97M-V/def2-TZVPD

Last column: Mulliken charge in e.
Cartesian coordinates (Å):
C (-1.49, -0.49, -3.30)  -0.1541
C (-1.08, -1.33, -2.25)  -1.0193
C (-1.11, 0.85, -3.24)  -0.4627
C (-0.55, -0.60, -1.14)  0.5216
C (-0.41, 1.45, -2.23)  -0.1586
C (2.08, -0.62, 1.30)  -1.1502
C (-0.26, -0.14, 1.81)  -1.2112
C (1.00, 0.47, 1.21)  0.2225
C (0.70, 1.13, -0.09)  0.0937
N (-0.18, 0.69, -1.10)  0.3057
Cl (0.61, 2.84, 0.03)  -0.1587
H (-1.93, -1.00, -4.26)  0.3192
H (-1.41, -2.33, -2.12)  0.4149
H (-1.39, 1.35, -4.20)  0.3081
H (-0.14, -1.19, -0.28)  0.1894
H (0.03, 2.39, -2.37)  0.4337
H (2.98, -0.42, 0.62)  0.2530
H (2.33, -0.81, 2.34)  0.4270
H (1.56, -1.49, 0.87)  0.2788
H (0.10, -0.51, 2.83)  0.3714
H (-0.96, 0.61, 2.16)  0.3644
H (-0.86, -0.98, 1.25)  0.3641
H (1.29, 1.33, 1.93)  0.3599
H (2.73, 0.18, -1.00)  0.0870

Computed properties:
max |F|: 3.92 eV/A
LUMO (spin up / spin down): -4.896 / -5.540 eV
charge: +1
Kohn-Sham gap (spin up / spin down): 7.5599 / 8.3641 eV
molecular weight: 170.66 g mol⁻¹
E_tot: -23544.14687 eV

=====

# 3
Formula: C28H33BrInN10O4
Source: the OMol25 dataset
Level of theory: ωB97M-V/def2-TZVPD

Last column: Mulliken charge in e.
Cartesian coordinates (Å):
In (0.42, 0.67, -0.92)  1.2063
Br (-3.89, -0.36, -8.10)  -0.1661
C (-3.07, 0.26, -6.51)  0.0799
C (-3.74, 0.15, -5.30)  -0.6311
C (-3.11, 0.51, -4.13)  -0.2255
C (-1.80, 1.00, -4.17)  0.0611
C (-1.16, 1.16, -5.39)  -0.4545
C (-1.79, 0.80, -6.56)  -0.6267
C (-1.05, 1.22, -2.92)  1.1628
O (-1.56, 0.82, -1.83)  -0.7810
O (0.09, 1.72, -2.93)  -0.8306
H (-4.75, -0.25, -5.29)  0.4376
H (-3.60, 0.40, -3.18)  0.4508
H (-0.15, 1.55, -5.42)  0.5014
H (-1.29, 0.90, -7.52)  0.4371
C (-2.59, -0.70, 0.53)  -0.9566
C (-1.38, -1.55, 0.55)  0.8836
N (-0.20, -1.19, 0.11)  -0.0780
C (0.64, -2.25, 0.26)  -0.5918
C (-0.05, -3.28, 0.81)  -0.8682
N (-1.33, -2.83, 0.99)  0.1825
C (-2.37, -3.56, 1.68)  -1.2215
N (-1.97, -3.84, 3.03)  0.7576
N (-1.76, -5.11, 3.43)  -0.6778
N (-1.41, -5.15, 4.64)  -0.5129
C (-1.35, -3.88, 5.13)  0.1277
C (-1.03, -3.39, 6.40)  -0.7364
C (-1.06, -2.03, 6.57)  -0.5338
C (-1.38, -1.16, 5.52)  -0.6807
C (-1.71, -1.62, 4.26)  -0.4264
C (-1.70, -3.00, 4.08)  1.3061
H (-2.28, 0.34, 0.46)  -0.1419
H (-3.22, -0.84, 1.41)  0.5662
H (-3.18, -0.92, -0.36)  0.2369
H (1.67, -2.20, -0.04)  0.6530
H (0.23, -4.28, 1.08)  0.5365
H (-2.54, -4.53, 1.20)  0.3108
H (-3.29, -2.97, 1.67)  0.5542
H (-0.78, -4.07, 7.20)  0.4463
H (-0.84, -1.61, 7.53)  0.3825
H (-1.38, -0.10, 5.70)  0.4276
H (-1.95, -0.93, 3.46)  0.2522
C (0.83, 5.00, 1.61)  -1.2358
N (0.35, 3.64, 1.45)  0.2262
C (-0.82, 3.51, 0.60)  -1.2194
C (1.12, 2.56, 1.65)  0.3848
N (0.81, 1.42, 1.06)  -0.3241
N (2.17, 2.63, 2.51)  0.2479
C (2.12, 3.32, 3.78)  -1.2294
C (3.27, 1.70, 2.36)  -1.1376
H (0.69, 5.54, 0.68)  0.4222
H (1.88, 5.01, 1.85)  0.4255
H (0.27, 5.52, 2.40)  0.3326
H (-1.46, 4.37, 0.76)  0.4750
H (-1.36, 2.60, 0.86)  0.2665
H (-0.54, 3.47, -0.46)  0.3754
H (1.37, 0.66, 1.43)  0.2939
H (1.09, 3.56, 4.05)  0.3941
H (2.72, 4.23, 3.78)  0.3271
H (2.52, 2.65, 4.54)  0.4171
H (3.40, 1.44, 1.31)  0.3354
H (3.13, 0.79, 2.96)  0.3410
H (4.18, 2.19, 2.70)  0.4113
C (2.38, -2.09, -4.87)  -1.0432
N (2.71, -1.13, -3.84)  0.1839
C (3.89, -0.46, -3.85)  -0.0664
C (4.21, 0.47, -2.93)  -1.1468
C (3.26, 0.79, -1.88)  0.7286
O (3.36, 1.64, -1.01)  -0.6896
N (2.14, 0.01, -1.90)  -0.0540
C (1.77, -0.84, -2.88)  0.4615
O (0.65, -1.33, -2.86)  -0.6591
H (3.25, -2.71, -5.08)  0.3918
H (2.05, -1.60, -5.78)  0.3264
H (1.57, -2.72, -4.51)  0.3029
H (4.56, -0.71, -4.66)  0.4369
H (5.14, 1.01, -2.97)  0.4785

Computed properties:
max |F|: 1.46 eV/A
LUMO: -2.041 eV
charge: +1
Kohn-Sham gap: 9.1052 eV
molecular weight: 768.36 g mol⁻¹
E_tot: -127876.78507 eV

=====

# 4
Formula: C21H23AsO7P2RuS4Sb
Source: the OMol25 dataset
Level of theory: ωB97M-V/def2-TZVPD

Last column: Mulliken spin population.
Cartesian coordinates (Å):
Ru (2.48, -1.14, -0.90)  2.4547
S (4.19, -5.19, 1.71)  0.5591
As (2.92, -3.74, 0.85)  -0.0497
S (2.79, -3.41, -1.31)  0.1653
S (3.24, -1.60, 1.19)  0.0788
S (1.27, -4.63, 1.85)  0.5021
O (2.90, 2.07, -0.80)  -0.0183
P (3.95, 1.39, -1.86)  -0.0093
O (5.09, 2.28, -2.12)  0.0071
O (4.16, -0.02, -1.32)  0.1100
O (2.96, 1.24, -3.13)  -0.0003
P (2.38, -0.14, -3.76)  0.0152
O (1.46, 0.45, -4.93)  0.0004
O (3.41, -1.04, -4.27)  -0.0011
O (1.41, -0.66, -2.67)  0.0058
H (3.25, 2.92, -0.51)  0.0038
H (0.73, 0.97, -4.57)  -0.0003
C (-0.18, 2.28, -2.20)  0.0167
C (-0.42, 2.85, -0.84)  -0.0200
C (-0.75, 4.20, -0.71)  0.0014
C (-0.98, 4.78, 0.54)  0.0004
C (-0.89, 4.00, 1.68)  0.0007
C (-0.56, 2.66, 1.57)  -0.0045
C (-0.31, 2.08, 0.33)  0.0283
Sb (0.14, -0.02, 0.20)  0.1406
C (0.00, -0.48, 2.29)  -0.0067
C (1.01, 0.17, 3.02)  -0.0031
C (1.15, -0.03, 4.38)  0.0018
C (0.28, -0.90, 5.03)  0.0003
C (-0.71, -1.55, 4.31)  -0.0051
C (-0.87, -1.36, 2.94)  0.0032
C (-1.95, -2.13, 2.22)  0.0115
C (-1.72, -0.61, -0.70)  -0.0101
C (-2.77, 0.30, -0.71)  0.0060
C (-3.99, -0.03, -1.28)  0.0004
C (-4.16, -1.28, -1.86)  0.0003
C (-3.10, -2.19, -1.87)  0.0013
C (-1.87, -1.87, -1.29)  -0.0183
C (-0.75, -2.88, -1.32)  0.0452
H (-0.57, 2.95, -2.98)  0.0001
H (-0.66, 1.30, -2.32)  -0.0056
H (0.88, 2.15, -2.36)  -0.0013
H (-0.83, 4.81, -1.60)  0.0000
H (-1.23, 5.83, 0.61)  0.0001
H (-1.08, 4.44, 2.66)  0.0003
H (-0.51, 2.06, 2.47)  0.0005
H (1.70, 0.83, 2.51)  0.0009
H (1.94, 0.47, 4.93)  0.0002
H (0.38, -1.08, 6.10)  -0.0001
H (-1.37, -2.24, 4.82)  -0.0009
H (-2.63, -2.59, 2.94)  0.0008
H (-1.50, -2.94, 1.63)  0.0023
H (-2.53, -1.50, 1.55)  0.0001
H (-2.65, 1.28, -0.25)  -0.0017
H (-4.81, 0.68, -1.27)  -0.0001
H (-5.10, -1.55, -2.32)  0.0001
H (-3.23, -3.16, -2.32)  0.0002
H (-1.13, -3.89, -1.53)  0.0018
H (-0.22, -2.93, -0.37)  -0.0031
H (-0.03, -2.62, -2.09)  -0.0086

Computed properties:
multiplicity: 5
max |F|: 0.53 eV/A
LUMO (spin up / spin down): 2.114 / 0.483 eV
charge: -1
Kohn-Sham gap (spin up / spin down): 7.8471 / 6.5153 eV
molecular weight: 875.38 g mol⁻¹
E_tot: -168370.20098 eV

=====

# 5
Formula: C18H14F4N2O2
Source: the OMol25 dataset
Level of theory: ωB97M-V/def2-TZVPD

Last column: Mulliken charge in e.
Cartesian coordinates (Å):
O (2.02, 0.64, -0.35)  -0.6743
C (1.03, -0.05, -0.42)  0.2965
N (-0.10, 0.29, -1.06)  -0.1219
C (-0.26, 1.55, -1.75)  -0.9914
C (-0.39, 1.39, -3.25)  0.5888
C (0.04, 0.22, -3.87)  -0.3670
C (-0.05, 0.06, -5.24)  -0.7622
C (-0.58, 1.07, -6.02)  -0.4890
C (-1.00, 2.25, -5.43)  -0.8091
C (-0.90, 2.41, -4.05)  0.1054
C (-1.38, 3.69, -3.43)  0.9822
F (-2.46, 3.52, -2.65)  -0.2602
F (-0.45, 4.27, -2.65)  -0.2627
F (-1.72, 4.61, -4.34)  -0.2826
C (0.97, -1.44, 0.23)  0.3010
C (1.55, -1.41, 1.65)  -0.9416
C (0.30, -1.70, 2.45)  0.5276
C (0.24, -1.72, 3.90)  0.6227
C (1.36, -1.44, 4.68)  -0.5244
C (1.28, -1.46, 6.06)  -0.5979
C (0.09, -1.76, 6.69)  -0.4899
C (-1.02, -2.03, 5.91)  0.3263
F (-2.19, -2.32, 6.51)  -0.3200
C (-0.97, -2.02, 4.53)  -0.6581
N (-0.71, -1.95, 1.72)  -0.5557
O (-0.39, -1.88, 0.39)  -0.3468
H (-0.89, -0.34, -1.02)  0.2998
H (0.63, 2.14, -1.53)  0.3270
H (-1.13, 2.07, -1.35)  0.4525
H (0.46, -0.57, -3.27)  0.3964
H (0.28, -0.86, -5.70)  0.4095
H (-0.65, 0.96, -7.09)  0.3889
H (-1.41, 3.05, -6.03)  0.4861
H (1.48, -2.15, -0.43)  0.3283
H (1.99, -0.43, 1.87)  0.4052
H (2.31, -2.18, 1.82)  0.4569
H (2.30, -1.20, 4.20)  0.3779
H (2.16, -1.25, 6.65)  0.3921
H (0.01, -1.78, 7.76)  0.4408
H (-1.85, -2.23, 3.94)  0.5429

Computed properties:
max |F|: 1.09 eV/A
LUMO: 0.260 eV
charge: 0
Kohn-Sham gap: 9.2572 eV
SMILES string: O=C(NCc1ccccc1C(F)(F)F)[C@H]1CC(c2cccc(F)c2)=NO1
molecular weight: 366.31 g mol⁻¹
E_tot: -36838.31415 eV